[1]
Density functional theory data (ωB97M-V with the def2-TZVPD basis set) for the molecule C19H21NO3.

Calculated values
**ΔE to the lowest compared entry with this formula, charge and spin**: 43.4 kJ/mol
**SMILES string**: Cc1ccc(C(C)C)c(OCCn2c(=O)oc3ccccc32)c1
**Frontier orbital gap**: 0.3353 hartree
**HOMO level**: -8.4 eV

Atoms and positions in Å:
C -3.34766 -0.48545 0.29288
C -2.16335 -0.05720 1.10736
C -2.17692 -0.17070 2.48932
C -1.07683 0.22089 3.22892
C 0.06706 0.72118 2.62711
C 1.26169 1.14540 3.44737
C 1.81567 -0.03117 4.25356
C 0.89703 2.31112 4.36860
C 0.08651 0.82887 1.22979
O 1.23506 1.34053 0.67396
C 1.44059 1.22980 -0.70879
C 1.74039 -0.22492 -1.12813
N 1.51810 -0.42593 -2.53383
C 2.39703 0.00889 -3.50496
O 3.46029 0.52914 -3.32179
O 1.85697 -0.25605 -4.72513
C 0.63836 -0.84259 -4.52640
C -0.27218 -1.28025 -5.46196
C -1.44453 -1.84625 -4.97766
C -1.68022 -1.97006 -3.61579
C -0.76103 -1.53161 -2.67375
C 0.40223 -0.95680 -3.14975
C -1.02640 0.44523 0.49068
H -4.26379 -0.06551 0.70363
H -3.44467 -1.57140 0.31192
H -3.25065 -0.16646 -0.74227
H -3.05198 -0.56234 2.98661
H -1.10978 0.13166 4.30415
H 2.03714 1.48470 2.75632
H 1.08746 -0.38386 4.97987
H 2.06998 -0.85748 3.59338
H 2.71299 0.27202 4.78831
H 0.50976 3.14455 3.78713
H 0.13959 2.01426 5.09019
H 1.77656 2.64791 4.91281
H 2.30497 1.86154 -0.92550
H 0.58428 1.61538 -1.27801
H 2.78382 -0.45954 -0.90372
H 1.09259 -0.90702 -0.57259
H -0.07623 -1.18524 -6.51666
H -2.18502 -2.19969 -5.67776
H -2.60083 -2.42019 -3.27735
H -0.95028 -1.64150 -1.61808
H -1.03379 0.54616 -0.58402

These are the Löwdin partial charges, in e, on atoms 1 to 8: -0.050 -0.276 -0.047 -0.025 -0.139 -0.374 -0.061 -0.060



[2]
Density functional theory data (ωB97M-V with the def2-TZVPD basis set) for a structure of composition C26H56Br16GaIOP.

Calculated values
**Total charge**: -1
**Frontier orbital gap**: 0.1587 hartree
**HOMO level**: -3.2 eV

Atoms and positions in Å:
C -1.39482 3.41629 7.32917
O -2.76453 3.95662 7.12712
C -2.80991 4.33465 5.67711
C -3.45745 3.06373 4.82614
C -3.26524 3.42555 3.22850
C -2.72197 2.14723 2.32668
Ga -0.65500 1.81308 2.57886
C 0.16085 1.90582 0.68203
C 1.70707 1.37550 0.55881
C 2.77932 2.11539 1.55424
I 1.91325 -0.82558 0.74232
P -0.46535 -0.25980 3.64262
C -0.20419 -0.05631 5.56102
C -2.13477 -1.25955 3.54594
H -0.65628 4.32262 7.47365
H -1.07659 2.69858 6.44229
H -1.43868 2.77965 8.33132
H -3.53628 5.23710 5.51109
H -1.71254 4.52893 5.29537
H -4.62313 2.96759 5.06506
H -2.97254 2.03563 5.11792
H -2.51346 4.33543 3.16520
H -4.31103 3.85146 2.84334
H -2.95901 2.42744 1.19497
H -3.36481 1.20863 2.67618
H -0.11649 2.98732 3.54485
H -0.55843 1.30530 -0.04933
H 0.09644 3.03666 0.30547
H 2.05160 1.61795 -0.55789
H 2.39678 3.10150 2.05536
H 3.76315 2.41834 0.95042
H 3.16563 1.40658 2.43368
H -0.16134 -1.16930 5.97289
H -1.20935 0.40746 5.96870
H 0.75215 0.56574 5.82710
H -2.37218 -1.64454 2.46645
H -3.02771 -0.59675 3.96507
H -2.01997 -2.14513 4.33810
Br -6.19446 3.97080 1.55134
C -5.38177 4.96015 0.07950
C -5.50728 4.20411 -1.22304
Br -4.22198 2.74006 -1.31567
H -4.34720 5.16539 0.36527
H -5.93518 5.90335 0.03217
H -5.26156 4.85247 -2.06933
H -6.49841 3.76959 -1.37917
Br 0.10099 -6.20581 -0.90293
C 1.28944 -5.30120 -2.15786
C 1.28019 -3.80587 -1.93907
Br -0.33550 -2.99561 -2.67189
H 0.97689 -5.59564 -3.16272
H 2.28281 -5.71391 -1.95532
H 2.10581 -3.33300 -2.47916
H 1.33059 -3.52096 -0.88465
Br 4.13088 -6.69211 -4.76486
C 3.18021 -7.70334 -6.13572
C 1.89098 -7.01793 -6.52570
Br 0.51121 -7.28856 -5.17402
H 3.03475 -8.71326 -5.74450
H 3.86775 -7.74330 -6.98649
H 1.48310 -7.45765 -7.44071
H 1.99721 -5.93831 -6.66222
Br -2.15309 6.46923 -1.75660
C -2.64838 7.53353 -3.31466
C -4.09323 7.97064 -3.24168
Br -5.29768 6.50337 -3.68935
H -2.42004 6.93217 -4.19803
H -1.98173 8.40131 -3.28878
H -4.29890 8.74503 -3.98665
H -4.38721 8.33532 -2.25371
Br 5.24242 -10.65231 -6.24663
C 5.17735 -10.76936 -8.19282
C 6.33298 -10.02798 -8.82436
Br 6.03630 -8.10055 -8.79288
H 4.19879 -10.39465 -8.50287
H 5.23897 -11.83945 -8.41470
H 6.42172 -10.28497 -9.88410
H 7.28996 -10.21215 -8.32859
Br 5.44903 1.73445 4.47628
C 6.63748 2.63906 3.22135
C 6.62823 4.13439 3.44014
Br 5.01254 4.94466 2.70732
H 6.32493 2.34463 2.21649
H 7.63085 2.22636 3.42389
H 7.45385 4.60727 2.90005
H 6.67864 4.41931 4.49456
Br -11.56542 5.56250 3.75552
C -10.76358 4.08970 2.75877
C -9.61456 4.57011 1.90265
Br -10.25929 5.48267 0.30403
H -11.56543 3.61791 2.18556
H -10.40870 3.39050 3.52252
H -9.03135 3.72246 1.53074
H -8.94814 5.26520 2.42055
Br 6.90664 -5.74221 -1.35641
C 7.70849 -7.21501 -2.35316
C 8.85750 -6.73460 -3.20928
Br 8.21277 -5.82204 -4.80790
H 6.90663 -7.68679 -2.92637
H 8.06336 -7.91420 -1.58941
H 9.44071 -7.58225 -3.58118
H 9.52393 -6.03951 -2.69137

These are the Löwdin partial charges, in e, on atoms 1 to 8: -0.137 -0.281 -0.218 -0.179 -0.342 -0.315 0.138 -0.383



[3]
Density functional theory data (ωB97M-V with the def2-TZVPD basis set) for a structure of composition C22H57Co2NO21V.

Calculated values
**Spin multiplicity**: 8
**Total charge**: +2
**Frontier orbital gap (alpha / beta)**: 0.3271 / 0.2495 hartree
**HOMO level (alpha / beta)**: -12.6 / -12.1 eV

Atoms and positions in Å:
O 13.63169 12.00451 9.09063
V 13.56204 12.70013 10.49799
Co 11.72632 10.99858 8.97125
Co 16.44821 12.72239 11.96789
C 11.74994 14.13493 13.45953
O 14.76073 13.99303 11.20394
O 12.36362 14.58452 12.63982
O 11.17587 13.58261 14.39602
C 14.13766 6.02404 15.36098
O 14.76344 11.51781 11.53638
O 11.80842 11.76406 11.08265
O 13.59862 6.74686 16.13183
C 9.78584 16.69833 9.00106
C 10.21507 16.07542 7.68730
O 9.68147 14.78702 7.70341
O 10.26229 15.86038 10.11462
H 8.66891 16.77530 9.16848
H 10.18752 17.66918 9.07933
H 11.32961 16.06685 7.56903
H 9.84567 16.67330 6.80737
H 10.04158 14.33573 6.94703
H 9.81625 16.24827 10.85777
C 18.82584 12.39421 13.27323
C 18.37630 13.67976 13.84640
O 17.09311 14.19990 13.18375
O 17.61526 11.57237 13.16742
H 19.52785 12.03714 13.99255
H 19.19468 12.38806 12.23279
H 19.07643 14.46854 13.91087
H 17.91135 13.44067 14.79156
H 17.20438 15.13013 12.94112
H 17.90257 10.75030 12.70760
C 17.57973 11.97152 8.99709
C 18.24422 13.25093 9.48687
O 17.43431 13.77333 10.54272
O 17.31691 11.21794 10.24576
H 18.17302 11.32950 8.29728
H 16.65629 12.27330 8.39371
H 18.30416 14.08016 8.67719
H 19.25492 12.96475 9.80470
H 16.69346 14.23358 10.09506
H 17.24518 10.24288 10.14996
C 17.56176 17.64026 13.78298
C 18.94678 18.21588 13.83235
O 19.90967 17.18788 13.63144
O 17.19544 16.88250 12.59940
H 16.92525 18.52538 13.85758
H 17.17875 17.10565 14.69975
H 18.92464 18.67248 14.86022
H 19.05444 19.03646 13.14650
H 20.74295 17.32681 14.16565
H 16.33302 17.16133 12.34954
C 13.19657 15.79945 9.70379
C 14.13700 15.96091 8.49977
O 15.37280 15.38127 8.64723
O 12.54762 14.42108 9.66327
H 12.45072 16.54196 9.59786
H 13.75126 15.85258 10.71546
H 14.14807 17.03036 8.37048
H 13.68283 15.35456 7.69181
H 16.03397 16.04297 8.36693
H 11.62132 14.75929 9.95213
C 10.15764 11.79123 6.96067
C 11.43993 11.35017 6.27766
O 11.94938 10.18956 7.06012
O 10.54048 12.23847 8.23295
H 9.45789 10.84627 7.08824
H 9.74286 12.59362 6.36953
H 12.19277 12.12032 6.46495
H 11.17594 11.09414 5.25199
H 12.77227 9.93126 6.74768
H 7.51030 10.75004 10.95860
C 12.78152 6.97820 9.84191
C 11.67560 7.79683 10.56356
O 10.86305 8.50905 9.54420
O 14.06043 6.79378 10.52487
H 13.06737 7.47148 8.84957
H 12.32394 5.98301 9.58289
H 12.18160 8.58105 11.18526
H 10.91098 7.27529 11.20127
H 11.08720 8.21162 8.63168
H 13.96492 6.29719 11.33898
C 9.07265 11.37420 12.89604
C 7.51582 11.41748 12.96484
N 6.87193 11.25268 11.59586
C 6.81568 12.54244 10.78153
C 5.75185 13.57841 11.29920
C 5.47431 10.65646 11.72258
C 4.66112 10.49649 10.45964
H 9.51192 12.10368 12.20360
H 9.37907 10.37630 12.57895
H 9.57441 11.51881 13.85326
H 7.06268 10.68725 13.62688
H 7.20947 12.41699 13.34569
H 7.79382 13.03635 10.87908
H 6.73321 12.24291 9.69746
H 4.68898 13.28193 11.15680
H 5.86118 13.74751 12.30775
H 5.97586 14.56036 10.79768
H 4.88339 11.29476 12.42632
H 5.61333 9.65062 12.17856
H 5.21430 9.87581 9.72440
H 4.41089 11.46244 10.02934
H 3.75160 10.00762 10.84996

These are the Löwdin partial charges, in e, on atoms 1 to 8: -0.387 0.906 0.764 0.775 -0.366 -0.502 0.229 0.129



| no. | strongest force on any atom (hartree/bohr) |
| --- | --- |
| 1 | 0.0180 |
| 2 | 0.0607 |
| 3 | 0.1844 |